25
Properties=species:S:1:pos:R:3:forces:R:3:mulliken_spin:R:1 method="wB97M-V/def2-TZVPD" energy_ev=-10463.7951 s2=1.10 spin_multiplicity=2 largest_force_ev_per_a=3.2 homo_lumo_gap_ev="3.8 / 3.2" relative_energy_kcal_mol=161.78 charge=+2
N 2.737141 -2.078972 0.910854 1.791 -1.840 -1.987 0.865
C 2.611426 -1.443656 -0.435821 -1.522 -0.036 1.756 0.019
C 2.879380 0.062204 -0.518457 -0.148 -1.652 0.266 -0.239
N 0.248536 0.632580 -0.557364 -1.309 0.306 1.178 0.198
C -0.190771 0.513690 0.770022 -0.662 -0.172 2.967 0.016
C -1.746477 0.662049 1.144628 -1.035 0.656 -0.721 -0.014
C -0.194130 1.814837 -1.209118 0.608 -0.022 -1.211 0.007
H -5.940864 -0.332761 -1.101511 -0.291 -0.126 0.178 0.000
H 2.519380 -3.123547 1.018613 -0.636 1.691 -0.083 -0.014
H 3.684175 -1.974992 1.282049 -0.098 0.653 0.861 -0.008
H 1.592154 -1.678102 -0.734876 0.008 -0.232 -0.599 0.008
H 3.313447 -2.040945 -1.030526 0.285 -0.238 -0.224 0.078
H 3.514847 0.342137 0.324668 -0.576 0.768 0.083 -0.004
H 3.440858 0.244742 -1.439610 -0.704 0.544 -0.095 -0.005
H 0.041345 -0.405625 1.316626 0.759 -0.281 -0.880 -0.001
H 0.233288 1.323053 1.473895 -0.322 -0.432 -1.341 0.059
H -1.833491 0.956014 2.192349 0.350 0.258 -0.223 -0.003
H -2.466598 -0.166860 1.049969 1.180 -0.576 -0.342 0.005
H -2.193123 1.406677 0.490057 0.067 0.461 0.398 -0.002
H 0.016177 1.731418 -2.269385 0.291 0.142 -0.132 0.003
H -1.280321 1.894313 -1.117537 -0.099 0.013 0.372 -0.019
H 0.252340 2.743258 -0.810591 -0.150 -0.189 0.167 0.035
H -6.870803 -0.653964 0.089720 -0.011 0.023 -0.125 0.000
H 1.643535 0.429489 -0.544748 1.865 0.145 -0.208 0.015
O -6.011454 -0.857044 -0.293906 0.358 0.137 -0.056 0.000

27
Properties=species:S:1:pos:R:3:forces:R:3:mulliken_spin:R:1 method="wB97M-V/def2-TZVPD" energy_ev=-14578.9380 s2=0.75 spin_multiplicity=2 largest_force_ev_per_a=6.2 homo_lumo_gap_ev="4.1 / 8.6" relative_energy_kcal_mol=31.37
C -1.343940 -1.306029 -1.956939 -1.542 1.209 -0.893 0.000
O -2.279820 -1.186175 -0.852359 0.024 -1.345 -0.675 0.004
C -0.068246 -0.638847 -1.592363 2.750 -1.693 -0.619 -0.002
C 0.242686 0.801033 -1.293851 -0.319 3.286 -1.664 0.016
C 0.259976 1.015913 0.208806 0.083 0.920 2.374 -0.045
N -0.852355 1.812350 2.715690 -0.830 0.847 -0.044 0.119
C -1.641136 1.072832 1.821902 -3.009 -0.595 2.338 0.663
N -1.111066 0.696981 0.678274 2.078 -2.254 -5.372 0.166
H -1.792579 -0.609730 -2.749468 0.202 -1.689 0.599 0.002
H -1.177448 -2.411193 -2.277665 -0.462 2.028 0.399 -0.001
H -1.961417 -1.788667 -0.159509 -0.242 0.177 -0.114 0.001
H 0.666630 -0.948246 -2.368098 -0.476 0.021 0.107 -0.005
H 0.309332 -1.155654 -0.714248 0.188 -0.402 0.345 0.005
H 1.158109 1.109902 -1.870346 -0.113 -0.727 1.270 -0.004
H -0.402945 1.634232 -1.805397 0.119 -1.791 1.126 0.000
H 1.197062 0.494642 0.784125 -2.047 0.141 -1.341 0.048
H 0.440471 2.063725 0.592396 -0.067 -0.622 -1.276 0.016
H 0.115633 2.016157 2.502425 -0.553 -0.305 0.209 -0.023
H -1.133418 1.888274 3.678761 0.228 -0.232 -0.239 -0.009
H -2.805151 0.965591 1.718179 2.170 1.147 1.165 0.052
H -1.720384 0.077935 -0.022714 1.695 1.962 2.255 -0.016
H 3.047044 -1.511681 -1.724584 -0.767 -1.001 0.786 -0.002
H 3.237273 -0.727109 -2.959568 -0.106 0.253 -0.717 0.000
O 3.611444 -0.863309 -2.097716 0.882 0.756 -0.067 0.004
H 1.978566 -0.499152 2.904364 -2.257 0.123 1.047 0.001
H 0.973307 -1.467421 3.499823 -0.332 -0.843 0.262 -0.008
O 1.052372 -0.536355 3.340079 2.705 0.630 -1.260 0.017

31
Properties=species:S:1:pos:R:3:forces:R:3:lowdin_charge:R:1 method="wB97M-V/def2-TZVPD" energy_ev=-37248.0927 spin_multiplicity=1 largest_force_ev_per_a=5.4 homo_lumo_gap_ev=8.2 charge=+1
C -3.482892 0.404173 -2.574061 -0.203 0.481 0.394 -0.101
N -2.544454 -0.508314 -1.855378 -0.657 0.232 -0.013 -0.175
C -3.385926 -1.555333 -1.284796 -0.295 0.011 -0.404 -0.427
P -2.429479 -2.845667 -0.342901 -0.757 0.203 -0.697 1.009
P -0.577615 -2.120079 0.575697 2.820 1.707 4.231 0.431
N -0.801754 -1.867371 2.115834 -0.685 -0.583 -2.532 -0.141
O 0.611355 -3.282570 0.367048 -2.474 1.980 -0.977 -0.160
O -0.044927 -0.676219 -0.072713 -1.150 -3.483 -0.336 -0.186
H -2.951248 1.303475 -2.919333 -0.050 -0.567 -0.089 0.097
H -4.251713 0.770842 -1.857722 0.191 -0.198 -0.437 0.092
H -3.999640 -0.099797 -3.401842 0.385 0.121 0.172 0.091
H -2.169299 0.085154 -1.117304 0.199 -0.367 0.092 0.088
H -4.229120 -1.174875 -0.665028 0.522 -0.334 0.111 0.108
H -3.869304 -2.082435 -2.133465 0.270 0.019 0.470 0.107
H -3.259735 -3.280537 0.731734 0.562 -0.019 -0.444 0.035
H -2.119172 -3.967674 -1.156149 -0.320 0.287 0.232 0.018
H -1.760473 -2.060062 2.396334 0.252 0.052 0.478 -0.019
H 0.536052 -3.562292 -0.558225 0.763 -0.450 -0.112 0.062
H 0.317974 -0.918154 -0.941279 0.320 0.754 -0.288 0.082
C 2.285573 0.262173 1.489962 0.042 -0.203 0.285 -0.060
O 3.511991 0.985303 1.505216 0.019 -0.171 0.013 0.015
C 3.372604 2.282052 1.224286 0.441 0.002 0.081 -0.626
O 2.339609 2.838512 0.971265 -0.309 0.071 -0.102 0.125
O 4.576419 2.844619 1.271539 -0.023 -0.060 0.004 0.012
C 4.577812 4.244656 0.988257 0.147 0.399 -0.051 -0.036
H 2.515421 -0.774822 1.730295 0.215 0.082 0.036 0.096
H 1.603954 0.650110 2.246703 -0.087 0.046 -0.153 0.106
H 1.829152 0.298733 0.509706 0.047 0.287 0.000 0.061
H 3.979112 4.786125 1.719712 -0.091 -0.057 -0.097 0.100
H 4.212213 4.434010 -0.020455 -0.116 -0.020 0.085 0.098
H 5.607508 4.586263 1.057066 0.021 -0.222 0.049 0.096